# C36H36AsN5PRuS

C36H36AsN5PRuS as an isolated structure (wB97M-V/def2-TZVPD, the OMol25 dataset).

Atoms and positions in Å:
Ru1 2.41848 -0.83875 -0.58901
C1 5.08102 -4.16966 -0.25238
C2 3.94218 -3.21287 -0.33648
N1 4.02918 -2.01470 -0.81092
N2 5.12483 -1.58258 -1.48155
C3 4.73618 -0.81250 -2.47260
N3 5.65497 -0.32465 -3.32062
S1 3.03987 -0.42020 -2.75764
C4 2.54891 -3.63307 -0.07937
C5 2.22101 -4.92045 0.33149
C6 0.89922 -5.32543 0.31114
C7 -0.07226 -4.43637 -0.12792
C8 0.31162 -3.15921 -0.48740
N4 1.57929 -2.74420 -0.44634
H1 6.00051 -3.67589 -0.55129
H2 4.91645 -5.03188 -0.90154
H3 5.18895 -4.53772 0.76983
H4 6.58098 -0.72168 -3.29854
H5 5.35396 0.12016 -4.16988
H6 3.00421 -5.59980 0.63511
H7 0.63340 -6.33068 0.60836
H8 -1.11055 -4.72574 -0.20570
H9 -0.40861 -2.43037 -0.83539
C9 4.72686 3.19205 -0.24386
C10 4.06188 1.90534 -0.24621
N5 3.56700 0.87427 -0.21785
H10 3.98873 3.98806 -0.33845
H11 5.42715 3.24127 -1.07657
H12 5.27170 3.31749 0.69097
C11 -1.13195 0.08440 0.31216
C12 -0.92573 -0.29181 1.77270
As1 -2.67016 -0.49962 2.64415
C13 -3.49911 1.19997 2.71656
C14 -4.87192 1.26713 2.99050
C15 -5.48598 2.50037 3.08416
C16 -4.73362 3.66111 2.93138
C17 -3.36336 3.59371 2.68769
C18 -2.73621 2.36785 2.59583
C19 -3.71130 -1.70147 1.57548
C20 -4.67643 -1.22186 0.69130
C21 -5.34663 -2.11949 -0.12254
C22 -5.06865 -3.47889 -0.04346
C23 -4.11312 -3.95239 0.84848
C24 -3.43201 -3.06624 1.66378
P1 0.47112 0.60672 -0.45009
C25 -0.03245 1.14028 -2.10787
C26 0.85149 1.95958 -2.81213
C27 0.57434 2.32393 -4.11788
C28 -0.57821 1.86353 -4.74092
C29 -1.45791 1.04608 -4.05021
C30 -1.18841 0.68531 -2.73700
C31 0.70745 2.16480 0.46592
C32 1.44983 2.14739 1.64827
C33 1.57289 3.29288 2.42310
C34 0.96706 4.47309 2.01264
C35 0.23159 4.50221 0.83480
C36 0.09347 3.35291 0.06867
H13 -1.80469 0.94043 0.20619
H14 -1.57402 -0.74820 -0.23573
H15 -0.39148 0.47250 2.33801
H16 -0.38139 -1.23110 1.88265
H17 -5.45214 0.36219 3.12670
H18 -6.54620 2.56095 3.28582
H19 -5.21597 4.62559 3.01466
H20 -2.78468 4.50018 2.57686
H21 -1.66773 2.33144 2.41323
H22 -4.89509 -0.16379 0.62779
H23 -6.09364 -1.75716 -0.81539
H24 -5.60832 -4.17397 -0.67221
H25 -3.91552 -5.01316 0.92095
H26 -2.70423 -3.43784 2.37586
H27 1.75800 2.31179 -2.33508
H28 1.26250 2.96239 -4.65546
H29 -0.78790 2.14307 -5.76437
H30 -2.35886 0.68958 -4.53113
H31 -1.89724 0.05300 -2.21714
H32 1.94700 1.23567 1.96136
H33 2.14773 3.26644 3.33963
H34 1.07189 5.37015 2.60846
H35 -0.23405 5.42324 0.50872
H36 -0.48717 3.38490 -0.84525

Summary:
multiplicity = 2
orbital gap (spin up / spin down) = 0.249 / 0.145 Ha
<S²> = 0.759
charge = +2
HOMO energy (spin up / spin down) = -0.44785 / -0.44782 Eh

***

# C36H36Cl2HgOP3S2

C36H36Cl2HgOP3S2 as an isolated structure (wB97M-V/def2-TZVPD, the OMol25 dataset).

Atoms and positions in Å:
Hg1 -0.49420 -0.47372 0.26223
S1 -2.00494 2.02875 -1.42550
P1 -1.62162 2.60719 0.41410
C1 -0.71038 1.45475 1.31914
P2 0.59695 1.68649 2.39152
S2 1.63788 0.04261 2.72183
C2 -0.08028 2.25008 4.01454
C3 -0.08189 3.53989 4.54072
C4 -0.79626 3.82188 5.70007
C5 -1.52099 2.82956 6.33902
C6 -1.54614 1.54469 5.80645
C7 -0.83184 1.25924 4.65751
C8 1.86817 2.94027 1.95490
C9 2.63791 3.59666 2.91301
C10 3.61961 4.49405 2.52123
C11 3.87763 4.69873 1.17269
C12 3.17544 3.97789 0.21736
C13 2.17165 3.10469 0.60690
C14 -0.91662 4.30414 0.40342
C15 -0.29016 4.77370 -0.74728
C16 0.36317 5.99596 -0.73879
C17 0.40761 6.75456 0.42163
C18 -0.24664 6.30984 1.56153
C19 -0.91403 5.09545 1.54913
C20 -3.23835 2.86816 1.27388
C21 -3.27679 2.94707 2.66447
C22 -4.48165 3.06717 3.33866
C23 -5.67261 3.07945 2.62622
C24 -5.64789 2.96443 1.24402
C25 -4.43825 2.86623 0.56971
H1 0.45885 4.33246 4.04040
H2 -0.78283 4.82679 6.10834
H3 -2.07084 3.05649 7.24511
H4 -2.12843 0.77170 6.29316
H5 -0.85359 0.26800 4.21777
H6 2.47963 3.37749 3.96055
H7 4.19801 5.02531 3.26913
H8 4.63860 5.40872 0.86923
H9 3.41576 4.09896 -0.83248
H10 1.61307 2.53538 -0.13031
H11 -0.33338 4.16591 -1.64335
H12 0.84043 6.36275 -1.64019
H13 0.94581 7.69497 0.43931
H14 -0.23698 6.91523 2.46114
H15 -1.43455 4.75282 2.43286
H16 -2.35447 2.88161 3.22222
H17 -4.48693 3.12910 4.42070
H18 -6.61848 3.16858 3.14879
H19 -6.57740 2.93831 0.68655
H20 -4.41195 2.76832 -0.50795
C26 -1.77859 -3.52146 0.22109
C27 -1.47773 -2.36405 1.16030
O1 -1.80017 -2.44491 2.31872
H21 -2.27514 -4.33772 0.75454
H22 -0.84620 -3.87342 -0.22421
H23 -2.41474 -3.15000 -0.58441
Cl1 -1.06705 -1.50793 -2.70647
C28 -1.31601 -3.08808 -3.41010
Cl2 0.21493 -4.19686 -5.10433
H24 -2.19968 -3.12859 -4.02901
H25 -1.19835 -3.88642 -2.69368
C29 2.12337 -2.45125 -2.14988
P3 1.99236 -0.76261 -1.43957
C30 3.30337 -0.92389 -0.16134
C31 2.86521 0.18869 -2.73705
C32 3.95041 1.02121 -2.46963
C33 4.59904 1.68853 -3.49939
C34 4.15202 1.56090 -4.80601
C35 3.03573 0.77867 -5.07346
C36 2.38805 0.11140 -4.04719
H26 1.50941 -2.58050 -3.03983
H27 1.76767 -3.15617 -1.39610
H28 3.16663 -2.66192 -2.39338
H29 4.23321 -1.30077 -0.59523
H30 2.92925 -1.61288 0.59565
H31 3.47573 0.02876 0.33821
H32 4.30638 1.14485 -1.45478
H33 5.46675 2.30070 -3.28143
H34 4.66636 2.07648 -5.60817
H35 2.68033 0.68407 -6.09201
H36 1.51302 -0.49055 -4.26465

Summary:
multiplicity = 2
orbital gap (spin up / spin down) = 0.193 / 0.232 Ha
<S²> = 0.755
charge = -2
HOMO energy (spin up / spin down) = -0.04310 / -0.08177 Eh

***

The records above give, respectively, ΔE to the lowest compared entry with this formula, charge and spin values of 1.228; 1.233 eV.
The records above give, respectively, strongest force on any atom values of 0.0245; 0.0248 hartree/bohr.